No. 1
89
Properties=species:S:1:pos:R:3:forces:R:3 method="wB97M-V/def2-TZVPD" de_lowest_ev=0.000 charge=+1 gap_ev=7.44 e_homo_ev=-10.489
Ir 0.416295 1.370111 -0.033480 0.2 -0.1 0.0
C -0.914476 -6.418152 -0.103484 0.0 0.0 0.0
O -0.682738 -5.077983 0.309180 0.0 0.0 0.0
C 0.614059 -4.694201 0.487039 0.0 0.0 0.0
C 1.722511 -5.493048 0.255126 0.0 0.0 0.0
C 2.997506 -4.984901 0.480865 0.0 0.0 0.0
C 3.168150 -3.696864 0.955730 0.0 0.0 0.0
C 2.057754 -2.903743 1.210763 0.0 0.0 0.0
C 0.787117 -3.388355 0.957937 0.0 0.0 0.0
N -0.371683 -2.627311 1.219586 -0.1 0.0 0.0
C -0.517786 -1.285172 1.031432 -0.1 0.1 0.0
N -1.336221 -0.677223 1.908421 0.1 0.0 0.0
C -1.612897 0.698327 2.036626 0.0 0.0 -0.1
C -0.983916 1.708242 1.322935 0.0 0.4 0.1
C -1.301194 3.035120 1.644961 0.0 0.0 0.0
C -2.232859 3.337410 2.616675 0.0 0.0 0.0
C -2.877862 2.322961 3.316777 0.0 0.0 0.0
C -2.559912 1.010815 3.031299 -0.1 0.0 0.0
O -3.092140 -0.073434 3.662066 0.0 0.0 0.0
C -3.946998 0.166923 4.774893 0.0 0.0 0.0
N 0.058671 -0.607700 0.073001 0.1 -0.3 -0.1
C 0.676963 -1.247721 -1.038639 0.0 0.0 0.1
C 1.984579 -0.909580 -1.363155 0.1 0.0 0.0
C 2.581579 -1.389835 -2.520543 0.0 0.0 0.0
C 1.863607 -2.234605 -3.347749 0.0 0.0 0.0
C 0.557277 -2.594039 -3.034077 0.0 0.0 0.0
C -0.050199 -2.097987 -1.887220 0.1 0.0 0.0
O -1.331043 -2.357881 -1.526278 0.0 -0.1 0.0
C -2.086990 -3.235421 -2.350074 0.0 0.0 0.0
H -1.991878 -6.526361 -0.187306 0.0 0.0 0.0
H -0.532886 -7.126712 0.633962 0.0 0.0 0.0
H -0.451790 -6.615693 -1.073085 0.0 0.0 0.0
H 1.605128 -6.506150 -0.100383 0.0 0.0 0.0
H 3.857597 -5.612661 0.291692 0.0 0.0 0.0
H 4.160037 -3.309432 1.144063 0.0 0.0 0.0
H 2.170468 -1.898059 1.600078 0.0 0.0 0.0
H -1.202852 -3.151047 1.448195 0.0 0.0 0.0
H -1.666246 -1.234571 2.682222 0.0 0.0 0.0
H -0.798246 3.839925 1.124906 0.0 0.0 0.0
H -2.461860 4.370455 2.841992 0.0 0.0 0.0
H -3.602068 2.564093 4.079922 0.0 0.0 0.0
H -3.437209 0.765189 5.531680 0.0 0.0 0.0
H -4.194413 -0.809039 5.180442 0.0 0.0 0.0
H -4.863237 0.669029 4.460236 0.0 0.0 0.0
H 2.553953 -0.296404 -0.670573 0.0 0.0 0.0
H 3.601929 -1.122230 -2.756756 0.0 0.0 0.0
H 2.316415 -2.629478 -4.247224 0.0 0.0 0.0
H 0.017380 -3.257183 -3.694173 0.0 0.0 0.0
H -3.069663 -3.301196 -1.892987 0.0 0.0 0.0
H -1.629373 -4.226058 -2.380849 0.0 0.0 0.0
H -2.185021 -2.840560 -3.363864 0.0 0.0 0.0
O 1.168893 3.280989 -0.344573 -0.1 -0.1 0.3
C 2.077733 3.763495 0.371636 -0.1 0.1 -0.1
C 2.757424 3.185852 1.471042 0.0 0.0 0.0
C 3.723860 4.018220 2.088089 0.0 0.0 0.0
C 4.453392 3.555988 3.134446 0.1 0.0 0.0
C 4.276081 2.250279 3.631268 0.0 0.0 0.0
C 3.359681 1.424258 3.055516 0.0 0.0 0.0
C 2.562808 1.851592 1.956732 0.0 0.1 0.0
O 1.734615 1.003242 1.458610 0.1 -0.1 0.0
N 5.448870 4.434164 3.760259 -0.2 0.1 0.2
O 6.040247 3.999993 4.726468 0.1 0.0 -0.1
O 5.584240 5.547952 3.297185 0.1 0.0 -0.1
H 2.385397 4.779095 0.103605 0.0 0.0 0.0
H 3.888302 5.025458 1.728691 0.0 0.0 0.0
H 4.876687 1.926213 4.469341 0.0 0.0 0.0
H 3.204077 0.418632 3.421017 0.0 0.0 0.0
C -0.153469 1.470503 -2.949104 0.0 0.0 0.1
N -0.998484 1.676578 -4.098647 0.0 0.0 0.0
C -2.130552 0.748730 -4.019084 0.0 0.0 0.0
N -2.924458 0.973643 -2.809646 0.0 0.0 0.0
C -2.085126 0.772322 -1.652300 0.1 0.0 0.1
N -0.893901 1.696939 -1.650382 -0.2 0.0 -0.2
C -1.451424 3.104452 -1.711668 0.0 -0.1 0.0
N -2.292940 3.302569 -2.867583 0.0 0.0 0.0
C -1.514635 3.047445 -4.079520 0.0 0.0 0.0
C -3.407418 2.355117 -2.817605 0.0 0.0 0.0
H 0.688493 2.166425 -2.965688 0.0 0.0 0.0
H 0.220633 0.446183 -2.946165 0.0 0.0 0.0
H -1.750351 -0.275353 -4.015755 0.0 0.0 0.0
H -2.765336 0.887359 -4.894184 0.0 0.0 0.0
H -1.716064 -0.249581 -1.636668 -0.1 0.1 0.0
H -2.645070 0.966392 -0.736196 0.0 0.0 0.0
H -0.609608 3.790505 -1.737342 0.0 0.0 0.0
H -2.029397 3.261946 -0.803461 0.0 0.0 0.0
H -0.678616 3.747070 -4.126038 0.0 0.0 0.0
H -2.149095 3.201032 -4.952249 0.0 0.0 0.0
H -4.045894 2.507001 -3.687881 0.0 0.0 0.0
H -3.992914 2.536692 -1.914970 0.0 0.0 0.0

---

No. 2
82
Properties=species:S:1:pos:R:3:forces:R:3 method="wB97M-V/def2-TZVPD" de_lowest_ev=0.000 spin_multiplicity=2 charge=+1 gap_ev="6.47 / 7.29" e_homo_ev="-9.302 / -10.454"
Pt 0.830687 -0.536006 -0.069761 0.6 -0.2 0.0
C 3.129839 -1.837657 -3.692509 0.1 0.0 0.0
C 4.248057 -2.475274 -3.175411 -0.1 0.0 0.0
C 4.442732 -2.484235 -1.806349 -0.1 0.1 0.0
C 3.507573 -1.868864 -0.980470 -0.1 0.1 -0.1
N 2.395831 -1.308075 -1.486571 -0.1 -0.2 0.1
C 2.229084 -1.274235 -2.810436 -0.1 0.0 0.0
C 3.688922 -1.762524 0.491989 -0.1 0.0 0.1
C 4.870891 -2.126272 1.127696 -0.1 0.0 0.0
C 4.969898 -1.976905 2.500026 -0.1 0.0 0.0
C 3.885095 -1.477003 3.202700 0.0 0.0 0.0
C 2.744869 -1.133214 2.499285 0.0 0.0 0.0
N 2.651748 -1.260372 1.176892 0.2 0.0 -0.1
H 2.949846 -1.781892 -4.756411 0.0 0.0 0.0
H 4.966813 -2.950510 -3.828466 0.0 0.0 0.0
H 5.314298 -2.965890 -1.391620 0.0 0.0 0.0
H 1.332354 -0.774522 -3.157487 0.0 0.0 0.0
H 5.708922 -2.513021 0.569326 0.0 0.0 0.0
H 5.884108 -2.246894 3.010226 0.0 0.0 0.0
H 3.915379 -1.343014 4.274031 0.0 0.0 0.0
H 1.874244 -0.735645 3.004152 0.0 0.0 0.0
C -0.644329 -4.705630 -3.765493 0.0 0.0 0.0
C -0.742390 -3.200391 -3.764632 0.0 -0.1 0.0
O -2.007211 -2.820638 -3.176667 0.0 0.3 -0.1
P -2.131661 -1.690231 -2.065819 -0.1 -0.5 0.2
S -1.124673 -2.028237 -0.429504 -0.1 0.1 -0.2
S -1.621641 0.012583 -3.123637 0.0 0.5 0.1
O -3.677892 -1.751308 -1.781365 0.1 0.3 0.0
C -4.658831 -1.842988 -2.856858 -0.1 -0.2 0.0
C -5.708013 -0.773144 -2.708147 0.0 0.0 0.0
H 0.299949 -5.013877 -4.215299 0.0 0.0 0.0
H -1.458258 -5.146711 -4.339068 0.0 0.0 0.0
H -0.687926 -5.087121 -2.746046 0.0 0.0 0.0
H -0.719972 -2.785083 -4.773200 0.0 0.0 0.0
H 0.066787 -2.760828 -3.183457 0.0 0.0 0.1
H -5.091154 -2.838066 -2.761587 0.0 0.0 0.0
H -4.154458 -1.783213 -3.821109 0.0 0.0 0.0
H -6.152549 -0.797217 -1.714266 0.0 0.0 0.0
H -6.493960 -0.948160 -3.443318 0.0 0.0 0.0
H -5.292940 0.215331 -2.888351 0.0 0.0 0.0
C -1.047886 -1.231544 3.031842 0.0 0.0 0.0
C -0.489466 0.024246 3.637424 0.0 -0.1 0.0
C -0.393678 0.106282 5.024389 0.0 0.0 0.0
C 0.126164 1.223275 5.657715 0.0 0.0 0.0
C 0.567079 2.294866 4.898696 0.0 0.0 0.0
C 0.465774 2.240294 3.517991 0.0 0.0 0.0
C -0.058284 1.119494 2.868657 0.0 0.1 0.0
P -0.146282 1.117914 1.035654 -0.4 0.2 0.2
C 0.448869 2.800170 0.588442 0.1 -0.1 0.0
C -0.475922 3.821717 0.368470 0.0 0.0 0.0
C -0.071010 5.098663 0.012538 0.0 0.0 0.0
C 1.278729 5.373517 -0.122273 0.0 0.0 0.0
C 2.206706 4.372591 0.117088 0.0 0.0 0.0
C 1.821379 3.084018 0.474416 0.0 0.0 0.0
C 2.894387 2.069017 0.755206 0.0 0.0 0.0
C -1.930250 1.260762 0.646539 0.0 0.1 0.2
C -2.863099 1.392072 1.672320 0.0 0.0 0.1
C -4.205889 1.620547 1.410118 0.0 0.0 0.0
C -4.630480 1.773484 0.101120 0.1 0.0 0.0
C -3.703088 1.675395 -0.923028 -0.1 -0.2 0.0
C -2.367798 1.381696 -0.679101 -0.1 -0.1 -0.1
C -1.438533 1.377495 -1.873114 -0.3 0.1 0.4
H -0.928832 -2.069196 3.717630 0.0 0.0 0.0
H -0.550814 -1.477285 2.094648 0.0 0.0 0.0
H -2.113004 -1.132725 2.809406 0.0 0.0 0.0
H -0.731741 -0.735668 5.616053 0.0 0.0 0.0
H 0.185974 1.253948 6.737590 0.0 0.0 0.0
H 0.979523 3.174703 5.373319 0.0 0.0 0.0
H 0.796747 3.092184 2.941151 0.0 0.0 0.0
H -1.533149 3.629983 0.486512 0.0 0.0 0.0
H -0.809804 5.871761 -0.148295 0.0 0.0 0.0
H 1.612183 6.364042 -0.401315 0.0 0.0 0.0
H 3.263223 4.592967 0.029293 0.0 0.0 0.0
H 3.875990 2.537279 0.706167 0.0 0.0 0.0
H 2.862016 1.248534 0.033491 0.0 0.1 0.0
H 2.780039 1.627372 1.748091 0.0 0.0 0.0
H -2.535165 1.345583 2.702429 0.0 0.0 0.0
H -4.904167 1.717172 2.230252 0.0 0.0 0.0
H -5.667027 1.986746 -0.122332 0.0 0.0 0.0
H -4.016488 1.827414 -1.948281 0.0 0.0 0.0
H -0.403358 1.438567 -1.550313 0.1 -0.2 -0.3
H -1.689641 2.287601 -2.419618 0.2 -0.2 -0.4